Record 1
Entry from the Open Molecules 2025 dataset: a cluster of 13 separate species, C31H68O23S8 in total at a distorted geometry (ωB97M-V with the def2-TZVPD basis set).

**F_max**: 4.8 eV/Å
**Frontier orbital gap**: 8.634 eV
**Electronic energy**: -167012.851 eV
**Energy above the lowest of the compared OMol25 structures with the same formula, charge and spin**: 452.9 kJ/mol
**Charge**: 0
**Multiplicity**: 1
**HOMO**: -8.617 eV

The geometry in XYZ format:
```
130
Properties=species:S:1:pos:R:3:lowdin_charge:R:1
C -28.353 -6.769 -3.317 -0.10
C -29.166 -5.512 -3.070 -0.17
O -28.852 -5.283 -1.774 0.07
C -27.725 -5.948 -1.409 -0.52
O -27.279 -5.966 -0.278 0.13
O -27.367 -6.910 -2.273 0.08
H -27.817 -6.586 -4.248 0.12
H -29.003 -7.644 -3.300 0.10
H -30.207 -5.789 -3.234 0.12
H -28.897 -4.687 -3.729 0.13
C -22.966 -9.078 -1.612 -0.06
C -24.568 -8.964 -1.639 -0.10
O -24.773 -7.837 -0.862 0.02
C -23.659 -7.293 -0.285 -0.49
O -23.674 -6.538 0.713 0.10
O -22.632 -8.000 -0.740 0.06
H -22.621 -8.980 -2.641 0.12
H -22.549 -10.030 -1.283 0.11
H -25.031 -9.800 -1.114 0.11
H -25.065 -8.792 -2.594 0.12
C -27.114 -8.960 -6.130 -0.10
C -26.388 -9.741 -7.163 -0.10
O -25.984 -10.945 -6.552 0.12
C -26.261 -10.919 -5.321 -0.67
O -25.899 -11.806 -4.579 0.13
O -27.062 -9.910 -5.087 0.06
H -28.163 -8.790 -6.373 0.12
H -26.617 -8.044 -5.810 0.13
H -25.466 -9.238 -7.456 0.13
H -26.854 -10.057 -8.096 0.14
C -24.784 -14.000 -1.671 -0.08
C -24.631 -12.568 -1.231 -0.13
O -23.361 -12.343 -1.852 0.01
C -22.629 -13.492 -1.973 -0.55
O -21.418 -13.435 -2.234 0.10
O -23.434 -14.513 -1.871 0.10
H -25.341 -14.070 -2.605 0.14
H -25.173 -14.638 -0.877 0.12
H -24.501 -12.478 -0.152 0.10
H -25.427 -11.910 -1.579 0.10
C -28.766 -16.846 4.281 -0.12
C -29.682 -17.888 3.658 -0.11
O -30.063 -17.217 2.520 0.10
C -29.470 -16.089 2.344 -0.61
O -29.717 -15.204 1.552 0.12
O -28.603 -15.882 3.297 0.08
H -27.799 -17.214 4.623 0.14
H -29.235 -16.398 5.157 0.13
H -30.463 -18.456 4.164 0.14
H -29.099 -18.680 3.188 0.13
C -28.613 -10.571 -2.264 -0.25
S -29.148 -12.273 -1.872 0.88
O -30.658 -11.976 -1.668 -0.60
C -28.347 -12.402 -0.201 -0.22
H -27.546 -10.470 -2.459 0.04
H -28.894 -9.927 -1.430 0.05
H -29.150 -10.245 -3.155 0.03
H -28.701 -11.685 0.541 0.04
H -27.259 -12.433 -0.137 0.03
H -28.692 -13.394 0.090 0.02
C -29.104 -6.463 2.786 -0.21
S -28.406 -8.200 2.845 0.80
O -28.574 -9.065 1.580 -0.59
C -26.606 -7.811 3.104 -0.22
H -28.623 -5.742 3.447 0.06
H -30.180 -6.523 2.947 0.04
H -28.937 -6.272 1.726 0.02
H -25.904 -8.640 3.199 0.03
H -26.386 -7.397 4.088 0.06
H -26.360 -7.274 2.188 0.04
C -33.016 -13.184 0.310 -0.29
S -33.283 -14.797 1.108 0.86
O -34.815 -15.016 0.984 -0.59
C -32.473 -15.690 -0.292 -0.26
H -33.335 -13.084 -0.727 0.06
H -31.953 -12.944 0.346 0.01
H -33.485 -12.453 0.968 0.03
H -32.419 -16.742 -0.013 0.04
H -31.451 -15.348 -0.451 0.03
H -32.916 -15.628 -1.286 0.06
C -31.357 -10.788 2.403 -0.26
S -30.393 -10.992 3.968 0.84
O -31.128 -10.261 5.116 -0.58
C -30.891 -12.767 4.183 -0.25
H -31.001 -11.497 1.656 0.02
H -31.151 -9.851 1.885 0.03
H -32.432 -10.967 2.441 0.05
H -30.551 -13.064 5.176 0.04
H -30.412 -13.419 3.453 0.03
H -31.953 -13.007 4.138 0.06
C -30.821 -9.953 -5.750 -0.25
S -32.155 -8.665 -6.100 0.85
O -32.140 -8.284 -7.603 -0.59
C -33.507 -9.956 -6.115 -0.24
H -30.649 -10.475 -6.691 0.04
H -30.883 -10.629 -4.897 0.04
H -30.023 -9.223 -5.613 0.00
H -33.654 -10.474 -5.167 0.03
H -33.115 -10.616 -6.889 0.03
H -34.431 -9.550 -6.525 0.04
C -30.026 -14.660 -7.568 -0.26
S -29.610 -13.798 -6.022 0.83
O -29.159 -12.424 -6.424 -0.56
C -31.259 -13.689 -5.210 -0.23
H -30.757 -15.467 -7.508 0.05
H -29.186 -15.140 -8.068 0.05
H -30.403 -13.885 -8.236 0.05
H -31.550 -14.706 -4.949 0.05
H -31.917 -13.239 -5.954 0.05
H -31.156 -13.184 -4.250 0.03
C -25.828 -11.852 3.060 -0.24
S -25.515 -13.688 2.973 0.89
O -25.509 -13.921 1.474 -0.61
C -23.660 -13.600 3.087 -0.24
H -25.459 -11.435 3.997 0.05
H -26.879 -11.613 3.225 0.04
H -25.414 -11.260 2.244 0.06
H -23.462 -13.027 3.993 0.03
H -23.318 -12.919 2.307 0.05
H -23.063 -14.509 3.157 0.06
C -33.112 -9.828 -1.823 -0.21
S -31.750 -8.539 -1.713 0.87
O -31.369 -8.120 -3.159 -0.61
C -32.550 -7.116 -0.844 -0.24
H -34.106 -9.382 -1.850 0.05
H -33.013 -10.391 -0.895 0.03
H -32.911 -10.380 -2.741 0.03
H -33.523 -6.725 -1.144 0.06
H -31.881 -6.273 -1.018 0.03
H -32.531 -7.215 0.241 0.05
```

***

Record 2
Entry from the Open Molecules 2025 dataset: a structure of composition C31H70N2O19S at a distorted geometry (ωB97M-V with the def2-TZVPD basis set).

**F_max**: 19.5 eV/Å
**Frontier orbital gap**: 5.878 eV
**Electronic energy**: -85974.766 eV
**Energy above the lowest of the compared OMol25 structures with the same formula, charge and spin**: 1137.5 kJ/mol
**Charge**: 0
**Multiplicity**: 1
**HOMO**: -5.784 eV

The geometry in XYZ format:
```
123
Properties=species:S:1:pos:R:3:lowdin_charge:R:1
N -39.036 -10.189 49.870 0.15
H -38.175 -9.909 49.478 0.07
H -39.244 -11.154 49.842 0.13
H -39.882 -9.812 49.295 0.18
H -39.119 -9.690 50.812 0.04
N -39.050 -5.374 45.906 0.37
H -38.158 -4.988 46.122 0.14
H -39.859 -5.294 46.356 0.05
H -38.994 -6.397 45.611 0.17
H -39.357 -4.981 45.052 0.13
S -38.477 -6.973 48.694 0.17
O -38.239 -7.490 49.961 -0.29
O -39.475 -5.985 48.660 -0.26
O -37.204 -6.460 48.123 -0.35
O -38.923 -8.058 47.845 -0.34
O -37.341 -11.797 47.986 0.02
C -37.456 -11.974 46.722 -0.42
O -37.004 -13.034 46.009 -0.01
C -36.195 -14.099 46.769 -0.13
C -35.670 -15.061 45.711 -0.07
C -38.404 -11.109 45.898 0.04
H -36.893 -14.563 47.328 0.09
H -35.546 -13.716 47.319 0.04
H -36.517 -15.497 44.942 0.13
H -35.413 -15.961 46.212 0.04
H -34.849 -14.614 44.980 0.12
H -39.200 -11.556 45.696 0.00
H -38.039 -10.791 44.898 0.11
H -38.718 -10.158 46.284 0.07
O -37.226 -10.979 52.682 -0.01
C -36.148 -10.208 52.715 -0.45
O -35.532 -9.854 53.780 -0.02
C -35.673 -10.637 54.946 -0.20
C -34.882 -9.825 55.953 -0.08
C -35.857 -9.217 51.580 0.02
H -35.217 -11.659 54.830 0.16
H -36.635 -10.475 55.441 0.13
H -33.900 -9.708 55.619 0.05
H -34.857 -10.262 56.985 0.10
H -35.397 -8.887 56.013 0.07
H -34.811 -8.998 51.596 0.08
H -36.372 -8.196 51.707 0.09
H -36.227 -9.604 50.611 0.10
O -37.289 -7.244 43.700 0.08
C -36.320 -7.948 43.582 -0.54
O -35.554 -8.434 44.548 -0.01
C -35.758 -8.232 45.977 -0.16
C -34.803 -8.870 46.958 -0.01
C -35.631 -8.308 42.212 0.02
H -36.747 -8.522 46.170 0.08
H -35.649 -7.166 46.179 0.12
H -33.915 -8.607 46.792 0.01
H -34.769 -10.032 46.963 0.13
H -35.255 -8.704 47.804 0.01
H -34.613 -7.861 42.321 0.09
H -36.256 -7.734 41.414 0.11
H -35.729 -9.311 41.910 0.05
O -42.099 -6.747 44.889 0.02
C -42.912 -7.671 45.234 -0.34
O -42.928 -8.409 46.418 0.04
C -42.264 -8.055 47.548 -0.32
C -42.779 -8.473 48.849 -0.07
C -43.989 -8.095 44.174 0.02
H -42.005 -7.133 47.703 0.01
H -41.313 -8.533 47.607 0.10
H -43.659 -7.884 49.151 0.08
H -42.067 -8.452 49.694 0.06
H -43.090 -9.640 48.912 0.13
H -44.919 -7.445 43.885 0.14
H -44.533 -8.825 44.508 -0.01
H -43.612 -8.765 43.436 0.08
O -40.279 -10.043 50.960 -0.01
C -40.714 -9.304 51.837 -0.22
O -39.952 -8.450 52.766 0.03
C -38.618 -8.299 52.437 -0.31
C -37.793 -7.784 53.636 -0.04
C -42.247 -9.228 52.083 0.06
H -38.631 -7.666 51.609 0.05
H -38.005 -9.152 52.213 0.06
H -37.968 -8.269 54.581 0.06
H -37.976 -6.594 53.949 0.14
H -36.637 -7.746 53.342 0.09
H -42.377 -9.686 53.056 0.10
H -42.809 -9.681 51.360 0.05
H -42.705 -8.399 52.342 0.03
O -32.600 -5.993 50.887 0.09
C -33.759 -6.194 51.198 -0.47
O -34.355 -6.554 52.391 -0.04
C -33.504 -6.757 53.585 -0.18
C -33.229 -5.450 54.327 -0.04
C -34.851 -6.071 50.085 0.02
H -32.532 -7.173 53.295 0.13
H -33.816 -7.441 54.161 0.02
H -34.250 -5.033 54.592 0.11
H -32.829 -4.727 53.676 0.06
H -32.552 -5.684 55.103 0.07
H -34.717 -5.104 49.637 0.06
H -35.838 -5.988 50.383 0.02
H -34.699 -6.821 49.125 0.14
O -39.417 -0.596 49.188 0.08
C -38.768 -1.642 48.993 -0.44
O -37.414 -1.750 49.110 0.01
C -36.625 -0.640 49.436 -0.17
C -35.049 -0.965 49.363 -0.02
C -39.342 -2.983 48.678 0.02
H -36.791 -0.332 50.206 -0.03
H -36.774 0.294 48.779 0.16
H -34.455 -1.318 48.466 0.10
H -34.836 -1.561 50.247 0.07
H -34.536 -0.116 49.559 0.01
H -40.148 -2.935 48.095 0.03
H -39.728 -3.522 49.548 0.08
H -38.601 -3.739 48.428 0.08
C -40.542 -5.702 50.321 -0.09
C -42.031 -5.650 49.834 -0.36
O -43.021 -6.112 50.600 -0.12
C -42.242 -4.949 48.476 -0.01
H -39.567 -6.296 49.657 -0.04
H -40.539 -6.331 51.213 0.06
H -40.037 -4.830 50.411 0.01
H -42.217 -5.750 47.673 0.07
H -41.548 -4.094 48.283 0.07
H -43.246 -4.685 48.499 0.05
```

***

| no. | molecular weight (g mol⁻¹) |
| --- | --- |
| 1 | 1065.4 |
| 2 | 807.0 |